# 1
Below is a structure of composition C20H19AlN6O7SbSe4, with properties calculated with ωB97M-V/def2-TZVPD.

## Properties
lowest unoccupied orbital energy: 0.636 eV
ΔE to the lowest compared entry with this formula, charge and spin: 0.000 eV
HOMO: -4.43 eV
Kohn-Sham gap: 0.18602 Eh

Structure (ORCA input):
```
! wB97M-V def2-TZVPD RIJCOSX def2/J DEFGRID3
* xyz -1 1
Al 0.571 -0.346 -0.893
Se 5.656 -0.941 -0.437
Sb 3.628 -2.063 -1.017
Se 3.574 -4.333 -1.781
Se 2.161 -0.609 -2.568
Se 2.207 -1.622 1.127
O -0.991 2.600 0.905
C -0.560 2.190 -0.157
O 0.399 1.343 -0.318
C -1.200 2.664 -1.449
C -0.560 2.531 -2.674
C -1.229 2.931 -3.818
C -2.516 3.427 -3.802
C -3.120 3.544 -2.563
C -2.482 3.191 -1.391
N -4.503 4.047 -2.499
O -5.065 4.011 -1.422
O -5.005 4.453 -3.527
N -0.548 2.815 -5.125
O -1.236 2.934 -6.122
O 0.618 2.498 -5.117
H 0.439 2.118 -2.742
H -3.023 3.709 -4.711
H -2.969 3.313 -0.434
C -2.919 -2.464 -2.748
N -3.199 -1.478 -1.704
C -4.425 -1.432 -1.120
C -4.709 -0.588 -0.108
C -3.636 0.237 0.343
N -2.438 0.160 -0.210
C -2.203 -0.664 -1.222
O -1.073 -0.697 -1.793
N -3.775 1.124 1.333
H -2.915 -3.462 -2.310
H -1.940 -2.255 -3.164
H -3.675 -2.392 -3.527
H -5.157 -2.116 -1.527
H -5.690 -0.560 0.340
H -4.676 1.331 1.722
H -2.988 1.743 1.510
C -0.890 -0.967 2.812
C -1.263 -2.154 1.970
C -2.398 -2.899 2.274
C -2.800 -3.951 1.465
C -2.038 -4.283 0.353
C -0.891 -3.564 0.023
C -0.041 -3.967 -1.149
C -0.523 -2.467 0.818
N 0.499 -1.612 0.384
H -1.335 -1.046 3.805
H -1.240 -0.041 2.346
H 0.187 -0.859 2.921
H -2.974 -2.643 3.158
H -3.687 -4.523 1.710
H -2.319 -5.132 -0.263
H -0.458 -4.847 -1.642
H 0.978 -4.205 -0.833
H 0.068 -3.169 -1.887
*
```



# 2
Below is an isolated molecule of C4H8O3, with properties calculated with ωB97M-V/def2-TZVPD.

## Properties
lowest unoccupied orbital energy: 0.791 eV
ΔE to the lowest compared entry with this formula, charge and spin: 3.078 eV
HOMO: -10.13 eV
structure (SMILES): OCC1(CO)CO1
Kohn-Sham gap: 0.40129 Eh

Structure (ORCA input):
```
! wB97M-V def2-TZVPD RIJCOSX def2/J DEFGRID3
* xyz 0 1
O 0.736 2.122 0.817
C 0.315 1.419 -0.331
C 0.111 -0.069 -0.056
C -1.140 -0.783 -0.592
O -0.935 -2.023 -1.210
C 0.499 -0.640 1.224
O 1.379 -0.719 0.111
H 1.592 1.749 1.068
H -0.614 1.885 -0.672
H 1.055 1.548 -1.141
H -1.748 -1.009 0.292
H -1.723 -0.071 -1.192
H -0.271 -1.905 -1.897
H 0.070 -1.612 1.466
H 0.676 0.043 2.045
*
```



# 3
Below is an isolated molecule of C21H23NO6, with properties calculated with ωB97M-V/def2-TZVPD.

## Properties
lowest unoccupied orbital energy: 0.371 eV
ΔE to the lowest compared entry with this formula, charge and spin: 0.906 eV
HOMO: -8.36 eV
structure (SMILES): COc1cccc(CNC(=O)COc2cc(O)c3c(c2)OC(C)(C)CC3=O)c1
Kohn-Sham gap: 0.32097 Eh

Structure (ORCA input):
```
! wB97M-V def2-TZVPD RIJCOSX def2/J DEFGRID3
* xyz 0 1
C 3.138 2.666 -1.200
H 3.445 2.324 -0.207
O 1.963 2.014 -1.635
C 0.803 2.252 -0.960
C -0.350 1.691 -1.514
C -1.586 1.905 -0.936
C -1.672 2.663 0.228
C -0.530 3.191 0.796
C 0.708 2.998 0.208
H 1.585 3.423 0.670
H -0.596 3.766 1.707
H -2.634 2.847 0.684
C -2.842 1.308 -1.522
N -3.406 0.349 -0.595
C -3.537 -0.963 -0.863
O -3.494 -1.453 -1.969
C -3.765 -1.792 0.413
H -3.530 -2.842 0.210
H -4.811 -1.722 0.722
O -3.015 -1.275 1.496
C -1.676 -1.113 1.310
C -1.041 -0.242 2.192
C 0.306 0.044 2.045
C 1.050 -0.579 1.012
C 0.405 -1.509 0.174
C -0.953 -1.752 0.308
H -1.405 -2.444 -0.382
O 1.047 -2.189 -0.789
C 2.480 -2.223 -0.743
C 2.920 -2.726 -2.116
H 4.003 -2.788 -2.165
H 2.498 -3.710 -2.298
H 2.565 -2.051 -2.890
C 3.030 -0.822 -0.478
C 2.416 -0.199 0.752
O 3.033 0.626 1.428
H 4.115 -0.842 -0.379
H 2.775 -0.167 -1.318
C 2.922 -3.197 0.355
H 4.004 -3.294 0.355
H 2.480 -4.174 0.178
H 2.602 -2.844 1.333
O 0.875 0.925 2.869
H 1.815 1.043 2.582
H -1.604 0.235 2.976
H -3.429 0.637 0.374
H -3.578 2.098 -1.716
H -2.638 0.776 -2.453
H -0.254 1.100 -2.412
H 3.008 3.752 -1.191
H 3.906 2.402 -1.926
*
```